(1)
C19H35BNO11Ti | wB97M-V/def2-TZVPD

Cartesian coordinates (Å):
Ti: 0.374 0.584 -0.302
O: -0.238 2.696 -1.735
C: -0.112 2.033 -2.779
O: 0.561 0.864 -2.804
B: 0.379 0.343 -4.177
O: -0.415 1.277 -4.915
C: -0.729 2.245 -4.141
O: -1.525 3.128 -4.446
O: -0.187 -1.054 -4.090
C: 0.832 -1.936 -4.241
O: 0.702 -3.148 -4.063
C: 2.062 -1.190 -4.730
O: 1.695 0.056 -4.796
O: 3.149 -1.710 -4.962
C: 2.821 2.460 -0.300
C: 3.646 1.162 -0.658
C: 4.732 0.931 0.319
O: 2.719 0.096 -0.732
H: 3.364 3.389 -0.470
H: 2.511 2.611 0.734
H: 1.947 2.470 -0.952
H: 4.117 1.077 -1.637
H: 4.331 1.037 1.327
H: 5.521 1.682 0.331
H: 5.257 -0.013 0.174
H: 3.136 -0.699 -1.070
C: 0.569 4.244 2.454
C: 0.245 2.707 2.513
C: -0.696 2.237 3.652
O: -0.306 2.358 1.266
H: -0.168 4.794 1.868
H: 1.523 4.336 1.935
H: 0.683 4.677 3.448
H: 1.143 2.116 2.697
H: -0.657 1.187 3.942
H: -1.721 2.587 3.536
H: -0.335 2.768 4.532
H: -1.133 2.843 1.307
C: 0.918 -1.643 1.788
C: -0.563 -2.026 1.463
C: -1.449 -1.583 2.679
C: -2.927 -1.775 2.356
C: -3.375 -1.092 1.024
C: -2.498 -1.469 -0.190
N: -1.057 -1.402 0.200
O: -0.167 -1.658 -0.923
C: -2.961 -2.822 -0.759
C: -2.723 -0.417 -1.338
C: -0.633 -3.602 1.398
H: 1.071 -0.572 1.920
H: 1.674 -1.765 1.013
H: 1.270 -2.232 2.635
H: -1.240 -2.153 3.584
H: -1.185 -0.538 2.841
H: -3.538 -1.394 3.175
H: -3.253 -2.800 2.178
H: -3.277 -0.007 1.068
H: -4.402 -1.262 0.699
H: -4.018 -3.024 -0.935
H: -2.511 -2.960 -1.742
H: -2.578 -3.620 -0.123
H: -3.775 -0.331 -1.609
H: -2.327 0.585 -1.173
H: -2.182 -0.792 -2.208
H: 0.239 -4.075 1.849
H: -0.587 -4.081 0.419
H: -1.551 -4.117 1.683
H: -0.188 -2.614 -1.006

## Properties
Orbital gap (spin up / spin down): 4.95 / 9.72 eV
Spin multiplicity: 4
Electronic energy: -68075.7948 eV
Net charge: 0
ΔE to the lowest compared entry with this formula, charge and spin: 1.345 eV
E_HOMO (spin up / spin down): -4.89 / -9.65 eV

---

(2)
C19H35ClMgN4O5 | wB97M-V/def2-TZVPD

Cartesian coordinates (Å):
Mg: 24.556 10.808 -12.330
Cl: 23.158 10.008 -9.100
O: 22.855 11.247 -8.506
O: 23.933 10.275 -10.306
O: 24.002 9.156 -8.245
O: 21.917 9.274 -9.464
C: 24.210 6.861 -5.089
C: 23.966 8.185 -4.275
C: 22.764 8.982 -4.865
O: 23.801 7.887 -2.888
H: 24.752 6.113 -4.511
H: 24.660 7.212 -6.018
H: 23.316 6.477 -5.581
H: 24.826 8.830 -4.454
H: 22.534 9.985 -4.506
H: 21.889 8.373 -4.640
H: 22.846 9.062 -5.949
C: 25.950 17.487 -11.122
C: 25.181 16.139 -11.230
C: 25.626 15.088 -10.225
C: 25.419 13.772 -10.842
N: 25.314 12.671 -11.297
H: 27.010 17.238 -11.090
H: 25.620 17.795 -10.130
H: 25.687 18.108 -11.979
H: 25.411 15.756 -12.224
H: 24.142 16.467 -11.211
H: 25.050 15.225 -9.310
H: 26.662 15.240 -9.921
C: 18.886 7.150 -13.643
C: 20.267 7.817 -14.004
C: 20.801 8.734 -12.877
C: 22.301 8.984 -13.032
N: 23.423 9.187 -13.135
H: 19.046 6.305 -12.973
H: 18.409 6.662 -14.494
H: 18.088 7.744 -13.199
H: 20.016 8.416 -14.880
H: 21.069 7.102 -14.186
H: 20.808 8.217 -11.917
H: 20.351 9.706 -12.673
C: 26.809 12.945 -4.090
C: 25.852 11.908 -4.638
C: 26.159 11.294 -5.955
C: 26.351 12.381 -6.997
N: 26.573 13.281 -7.738
H: 27.798 12.764 -4.511
H: 26.832 12.936 -3.000
H: 26.414 13.936 -4.313
H: 24.851 12.332 -4.705
H: 25.581 11.074 -3.990
H: 25.521 10.655 -6.565
H: 27.043 10.672 -5.817
C: 25.931 6.487 -9.196
C: 25.091 5.860 -10.356
C: 23.685 6.397 -10.459
C: 22.777 6.196 -9.335
N: 22.011 5.916 -8.515
H: 26.022 7.540 -9.463
H: 26.955 6.118 -9.132
H: 25.544 6.461 -8.177
H: 25.024 4.789 -10.164
H: 25.454 5.897 -11.384
H: 23.256 5.848 -11.297
H: 23.709 7.451 -10.737

## Properties
Orbital gap (spin up / spin down): 3.33 / 1.41 eV
Spin multiplicity: 2
Electronic energy: -54424.1726 eV
Net charge: -1
E_HOMO (spin up / spin down): -0.74 / -0.74 eV

---

(3)
C19H35F10GaO11P3 | wB97M-V/def2-TZVPD

Cartesian coordinates (Å):
C: -5.158 -3.647 0.890
C: -5.579 -2.349 1.728
C: -5.224 -0.944 1.051
F: -3.831 -0.645 1.450
Ga: -5.569 -0.774 -0.966
C: -3.836 -0.897 -2.142
O: -3.677 -1.755 -3.067
C: -2.615 0.139 -1.948
F: -2.720 1.077 -3.048
F: -2.713 0.932 -0.770
C: -1.149 -0.508 -2.065
F: -0.725 -0.454 -3.414
F: -0.261 0.384 -1.344
C: -0.979 -1.942 -1.372
F: -1.757 -2.116 -0.204
F: -1.170 -3.042 -2.264
C: 0.584 -2.046 -0.916
O: 1.522 -1.990 -1.733
O: 0.837 -2.257 0.463
P: -7.190 -2.173 -1.875
C: -6.514 -3.471 -3.073
C: -5.394 -4.460 -2.486
C: -8.402 -2.879 -0.609
C: -9.673 -1.888 -0.552
C: -6.262 1.192 -1.265
F: -7.378 1.155 -2.160
F: -6.754 1.709 -0.007
F: -5.264 2.062 -1.826
H: -4.882 -4.461 1.668
H: -6.012 -4.083 0.278
H: -4.196 -3.466 0.294
H: -6.674 -2.312 2.049
H: -4.969 -2.394 2.713
H: -5.864 -0.145 1.583
H: 0.409 -1.553 1.001
H: -6.090 -2.917 -3.991
H: -7.389 -4.108 -3.436
H: -4.566 -3.939 -1.906
H: -5.931 -5.256 -1.847
H: -4.865 -5.055 -3.328
H: -8.801 -3.874 -1.051
H: -7.966 -3.144 0.410
H: -10.570 -2.372 -0.027
H: -9.386 -0.869 -0.113
H: -9.977 -1.687 -1.646
C: 1.428 2.380 -1.421
O: 2.303 3.083 -0.540
P: 3.684 3.780 -1.290
O: 4.306 2.419 -1.595
O: 4.181 4.303 0.187
C: 4.175 3.410 1.292
O: 4.973 4.601 -2.074
C: 5.826 5.482 -1.367
H: 0.460 2.276 -0.935
H: 1.298 2.935 -2.353
H: 1.828 1.387 -1.631
H: 4.309 2.371 0.984
H: 3.238 3.515 1.840
H: 4.997 3.684 1.956
H: 6.457 4.922 -0.673
H: 5.252 6.247 -0.840
H: 6.473 5.983 -2.091
C: 8.818 2.164 5.709
O: 9.368 1.624 4.513
P: 8.338 1.717 3.137
O: 7.352 0.702 3.710
O: 9.492 0.936 2.265
C: 10.106 -0.232 2.791
O: 7.364 1.953 1.744
C: 7.838 1.630 0.447
H: 9.633 2.360 6.408
H: 8.296 3.101 5.503
H: 8.131 1.446 6.162
H: 9.446 -0.774 3.472
H: 11.027 0.042 3.308
H: 10.360 -0.888 1.956
H: 7.927 0.548 0.337
H: 8.790 2.123 0.243
H: 7.107 1.990 -0.281

## Properties
Orbital gap: 3.16 eV
Spin multiplicity: 1
Electronic energy: -150204.3265 eV
Net charge: -1
E_HOMO: -4.28 eV

---

(4)
C19H35FI2N2O5S | wB97M-V/def2-TZVPD

Cartesian coordinates (Å):
C: 6.234 -2.006 1.433
C: 4.648 -2.022 1.853
I: 4.191 -2.364 4.006
C: 3.542 -1.786 0.842
I: 3.897 -1.413 -1.296
C: 2.004 -1.798 1.500
C: 1.258 -3.218 1.847
C: -0.265 -3.104 2.524
C: -0.960 -1.636 2.866
F: -2.314 -1.520 3.508
C: -0.126 -0.279 2.477
N: -0.434 1.194 2.632
S: 0.920 2.185 2.044
N: 2.091 1.001 1.453
C: 1.361 -0.298 1.789
H: 6.883 -2.213 2.409
H: 6.540 -2.803 0.633
H: 6.486 -0.888 1.112
H: 1.786 -4.241 1.625
H: -0.813 -4.106 2.784
C: -4.445 1.734 0.528
C: -4.545 2.852 1.545
O: -3.942 2.452 2.767
H: -4.938 0.830 0.901
H: -4.910 2.025 -0.418
H: -3.398 1.473 0.342
H: -5.593 3.095 1.745
H: -4.044 3.756 1.186
H: -3.010 2.246 2.580
C: 5.288 4.643 2.617
C: 4.666 4.759 1.241
O: 3.430 4.061 1.207
H: 5.454 3.593 2.877
H: 6.244 5.172 2.659
H: 4.621 5.059 3.380
H: 5.325 4.323 0.485
H: 4.485 5.806 0.979
H: 2.849 4.462 1.876
C: -8.196 0.804 -1.969
C: -7.706 1.670 -0.826
O: -7.000 2.792 -1.336
H: -7.354 0.461 -2.579
H: -8.739 -0.067 -1.592
H: -8.857 1.374 -2.630
H: -7.029 1.104 -0.180
H: -8.543 2.029 -0.219
H: -7.613 3.292 -1.901
C: -3.500 -1.677 -1.308
C: -2.518 -2.487 -0.487
O: -1.187 -2.146 -0.846
H: -3.350 -1.862 -2.377
H: -4.530 -1.932 -1.046
H: -3.349 -0.605 -1.146
H: -2.657 -3.557 -0.668
H: -2.652 -2.298 0.583
H: -1.071 -1.196 -0.673
C: 5.564 -3.698 -4.918
C: 4.419 -2.769 -5.263
O: 4.553 -1.548 -4.551
H: 5.583 -3.902 -3.842
H: 5.473 -4.646 -5.456
H: 6.526 -3.240 -5.172
H: 3.462 -3.222 -4.988
H: 4.401 -2.550 -6.335
H: 5.402 -1.150 -4.809

## Properties
Orbital gap: 6.62 eV
Spin multiplicity: 1
Electronic energy: -63228.3507 eV
Net charge: 0
E_HOMO: -8.36 eV
SMILES: C/C(I)=C(\I)c1ccc(F)c2nsnc12.CCO.CCO.CCO.CCO.CCO

---

(5)
C19H35N6O4P2RuTe | wB97M-V/def2-TZVPD

Cartesian coordinates (Å):
Ru: 0.061 -0.167 -0.852
N: -0.364 3.669 1.116
C: -0.302 2.737 0.129
N: -0.119 1.529 0.573
C: -0.042 1.647 1.953
C: 0.150 0.687 2.946
C: 0.179 1.112 4.259
C: 0.021 2.465 4.602
C: -0.171 3.430 3.631
C: -0.199 2.991 2.312
H: -0.496 4.656 0.991
H: -0.391 2.987 -0.918
H: 0.277 -0.360 2.688
H: 0.330 0.382 5.044
H: 0.052 2.757 5.643
H: -0.291 4.475 3.887
C: 5.024 -1.467 1.219
C: 4.590 -1.482 -0.230
O: 3.487 -0.568 -0.368
P: 2.910 -0.246 -1.821
O: 1.844 0.764 -1.645
Te: 2.144 -2.172 -2.934
O: 4.130 0.414 -2.613
C: 4.666 1.656 -2.110
C: 4.236 2.804 -2.996
H: 5.856 -2.160 1.360
H: 4.201 -1.773 1.867
H: 5.348 -0.468 1.515
H: 4.261 -2.480 -0.527
H: 5.410 -1.175 -0.884
H: 5.752 1.549 -2.111
H: 4.353 1.823 -1.079
H: 4.570 2.642 -4.021
H: 4.673 3.735 -2.629
H: 3.150 2.892 -2.988
O: 0.171 -1.532 -2.081
C: -3.438 1.935 -3.502
C: -3.644 0.504 -3.007
P: -2.443 0.075 -1.673
C: -3.169 1.044 -0.254
C: -4.632 0.817 0.141
C: -2.913 -1.661 -1.239
C: -4.326 -2.160 -1.574
H: -4.112 2.157 -4.331
H: -2.414 2.085 -3.850
H: -3.636 2.665 -2.715
H: -3.484 -0.192 -3.834
H: -4.675 0.364 -2.675
H: -3.028 2.104 -0.494
H: -2.530 0.839 0.616
H: -5.322 0.981 -0.687
H: -4.918 1.503 0.941
H: -4.785 -0.195 0.517
H: -2.703 -1.768 -0.171
H: -2.182 -2.290 -1.753
H: -5.108 -1.546 -1.131
H: -4.464 -3.182 -1.212
H: -4.489 -2.177 -2.653
N: 0.737 -5.282 3.106
C: 0.452 -4.168 2.359
N: -0.833 -4.074 1.908
N: 1.392 -3.308 2.118
C: 1.049 -2.300 1.316
N: 0.749 -1.427 0.621
H: 0.011 -5.545 3.758
H: 1.648 -5.230 3.539
H: -1.273 -4.956 1.688
H: -0.987 -3.365 1.200

## Properties
Orbital gap (spin up / spin down): 5.94 / 5.84 eV
Spin multiplicity: 2
Electronic energy: -65854.7621 eV
Net charge: 0
ΔE to the lowest compared entry with this formula, charge and spin: 3.585 eV
E_HOMO (spin up / spin down): -5.50 / -5.40 eV

---

(6)
C19H36BBr2F9O8PS | wB97M-V/def2-TZVPD

Cartesian coordinates (Å):
C: -0.796 -3.746 2.982
C: -0.996 -2.292 2.535
Br: -2.826 -1.996 1.966
C: -0.009 -1.993 1.395
Br: -0.452 -2.938 -0.226
P: 0.341 -0.202 1.078
C: 0.255 0.304 -0.676
C: 1.584 0.726 -1.329
C: 2.496 -0.386 -1.860
F: 1.760 -1.515 -2.064
F: 3.019 -0.033 -3.057
C: 3.670 -0.892 -0.969
F: 3.146 -1.497 0.119
F: 4.349 -1.801 -1.655
S: 4.897 0.410 -0.331
F: 5.982 -0.015 -1.403
F: 5.485 -0.652 0.689
F: 3.825 0.878 0.761
F: 4.334 1.491 -1.358
F: 5.892 1.495 0.218
B: -0.614 1.169 2.141
O: -1.763 0.922 2.795
O: -0.019 2.393 2.204
H: -0.455 -4.377 2.164
H: -1.733 -4.142 3.371
H: -0.076 -3.769 3.804
H: -0.837 -1.638 3.392
H: 0.949 -2.431 1.689
H: 1.669 -0.012 1.455
H: -0.385 1.187 -0.661
H: -0.309 -0.436 -1.238
H: 1.332 1.323 -2.209
H: 2.114 1.402 -0.665
H: -1.883 1.514 3.551
H: 0.719 2.549 1.606
O: -3.523 -5.021 0.523
C: -3.328 -5.774 -0.391
O: -2.310 -5.499 -1.237
C: -1.892 -6.407 -2.266
C: -2.706 -6.253 -3.532
C: -4.219 -6.963 -0.656
H: -1.897 -7.432 -1.895
H: -0.851 -6.145 -2.453
H: -3.755 -6.500 -3.370
H: -2.318 -6.908 -4.312
H: -2.659 -5.223 -3.887
H: -5.078 -6.624 -1.235
H: -4.574 -7.335 0.301
H: -3.738 -7.780 -1.186
O: 2.854 6.601 1.684
C: 3.896 6.445 1.112
O: 4.306 5.178 0.883
C: 5.428 4.846 0.061
C: 6.737 4.888 0.822
C: 4.776 7.599 0.701
H: 5.454 5.465 -0.836
H: 5.230 3.826 -0.263
H: 6.969 5.894 1.169
H: 7.555 4.547 0.188
H: 6.681 4.241 1.698
H: 5.395 7.879 1.553
H: 4.133 8.439 0.451
H: 5.420 7.394 -0.150
O: -2.823 1.011 -0.426
C: -3.919 1.502 -0.277
O: -4.892 0.746 0.225
C: -6.170 1.278 0.615
C: -7.130 1.373 -0.551
C: -4.212 2.919 -0.710
H: -6.043 2.232 1.128
H: -6.540 0.568 1.351
H: -6.778 2.069 -1.312
H: -8.105 1.711 -0.204
H: -7.247 0.397 -1.021
H: -4.456 2.907 -1.772
H: -3.313 3.513 -0.569
H: -5.024 3.394 -0.168

## Properties
Orbital gap: 9.18 eV
Spin multiplicity: 1
Electronic energy: -222004.9397 eV
Net charge: +1
E_HOMO: -11.95 eV

---

(7)
C19H36CrGeNO5S4 | wB97M-V/def2-TZVPD

Cartesian coordinates (Å):
Cr: 0.082 -0.105 0.332
C: 2.516 -1.250 -2.008
C: 2.375 0.251 -2.036
C: 3.552 0.967 -1.417
C: 2.041 0.761 -3.425
O: 1.132 0.603 -1.159
Ge: 0.391 2.337 -1.332
O: 1.071 0.431 1.533
C: 2.024 0.971 2.689
C: 1.130 1.018 3.907
C: 2.424 2.329 2.166
C: 3.140 -0.038 2.767
O: -0.800 1.585 -0.039
C: -2.094 2.365 0.386
C: -2.128 3.602 -0.487
C: -1.916 2.710 1.845
C: -3.255 1.447 0.092
H: 3.205 -1.553 -2.798
H: 1.563 -1.742 -2.220
H: 2.941 -1.604 -1.068
H: 4.451 0.734 -1.993
H: 3.728 0.634 -0.394
H: 3.438 2.054 -1.445
H: 2.889 0.561 -4.083
H: 1.896 1.846 -3.462
H: 1.171 0.254 -3.842
H: 0.277 1.681 3.768
H: 1.738 1.428 4.718
H: 0.805 0.027 4.219
H: 1.558 2.974 2.012
H: 3.038 2.263 1.269
H: 3.033 2.804 2.942
H: 2.804 -0.997 3.161
H: 3.874 0.364 3.472
H: 3.651 -0.171 1.814
H: -1.310 4.297 -0.277
H: -3.048 4.149 -0.271
H: -2.166 3.360 -1.555
H: -0.982 3.247 2.014
H: -1.971 1.837 2.496
H: -2.726 3.378 2.146
H: -3.330 1.231 -0.973
H: -4.173 1.957 0.391
H: -3.217 0.514 0.655
O: -0.527 -5.387 4.731
C: -0.426 -4.506 3.983
S: 0.828 -4.445 2.638
C: 0.336 -2.960 2.012
C: -0.818 -2.268 2.682
S: -1.420 -0.835 2.096
S: -1.528 -3.027 4.004
S: 1.067 -2.323 0.663
C: -1.850 -0.364 -3.468
N: -2.079 -1.629 -2.762
C: -2.850 -2.637 -3.528
C: -1.689 -1.850 -1.542
C: -2.016 -3.141 -0.868
O: -1.027 -0.922 -0.903
H: -2.815 0.046 -3.767
H: -1.264 -0.562 -4.364
H: -1.327 0.333 -2.822
H: -2.784 -2.378 -4.581
H: -3.896 -2.613 -3.223
H: -2.434 -3.630 -3.388
H: -3.049 -3.430 -1.058
H: -1.876 -3.043 0.204
H: -1.376 -3.940 -1.251

## Properties
Orbital gap (spin up / spin down): 5.94 / 6.81 eV
Spin multiplicity: 2
Electronic energy: -160250.5514 eV
Net charge: +4
ΔE to the lowest compared entry with this formula, charge and spin: 0.138 eV
E_HOMO (spin up / spin down): -21.85 / -21.89 eV